No. 1
A molecular structure, C17H27O9P2S. Source: the Open Molecules 2025 dataset; level of theory: ωB97M-V with the def2-TZVPD basis set.

CARTESIAN COORDINATES (ANGSTROEM)
C1 0.72 0.72 1.98
C2 -0.16 0.09 1.13
C3 -0.26 0.29 -0.39
O1 0.65 -0.64 -0.94
C4 1.99 -0.14 -1.09
C5 2.95 -1.34 -1.13
O2 0.06 1.59 -0.92
S1 -0.62 1.59 -2.39
O3 -0.99 2.90 -2.81
O4 0.15 0.96 -3.40
O5 -1.83 0.54 -2.11
C6 -1.75 0.04 -0.73
C7 -2.87 0.79 0.05
C8 -2.69 2.28 0.26
C9 -2.06 2.69 1.42
C10 -1.83 4.00 1.71
C11 -2.22 4.97 0.81
C12 -2.86 4.58 -0.33
C13 -3.12 3.26 -0.62
C14 -3.87 2.94 -1.90
P1 -1.91 -1.83 -0.89
P2 -3.82 -2.50 -0.11
O6 -3.97 -3.88 -0.55
O7 -5.08 -1.61 -0.62
O8 -3.78 -2.50 1.51
H1 0.39 1.41 2.76
H2 1.78 0.48 1.90
H3 -0.84 -0.67 1.55
H4 2.09 0.37 -2.05
H5 2.33 0.48 -0.26
H6 3.95 -0.90 -1.11
H7 2.80 -1.95 -2.02
H8 2.82 -1.89 -0.18
H9 -3.09 0.29 1.00
H10 -3.78 0.66 -0.56
H11 -1.74 1.95 2.14
H12 -1.33 4.27 2.64
H13 -2.01 6.02 1.03
H14 -3.17 5.36 -1.02
H15 -3.67 1.95 -2.30
H16 -3.58 3.69 -2.64
H17 -4.96 3.04 -1.78
H18 -2.01 -2.11 -2.27
H19 -5.38 -1.05 0.11
H20 -3.16 -1.80 1.79
C15 5.65 -3.78 -0.05
C16 5.26 -3.01 1.24
C17 5.85 -3.77 2.45
O9 3.91 -2.97 1.34
H21 5.24 -4.80 -0.04
H22 5.28 -3.27 -0.94
H23 6.74 -3.87 -0.15
H24 5.82 -2.04 1.19
H25 5.44 -4.78 2.52
H26 5.62 -3.24 3.38
H27 6.94 -3.85 2.38

* total charge: -1
* LUMO: 1.396 eV
* orbital gap: 4.1 eV
* maximum force: 4.03 eV Å⁻¹

No. 2
3 unconnected molecules or ions with the total composition C3H13NO3. Source: the Open Molecules 2025 dataset; level of theory: ωB97M-V with the def2-TZVPD basis set.

CARTESIAN COORDINATES (ANGSTROEM)
N1 0.99 3.06 1.34
C1 1.00 1.83 2.13
C2 1.36 0.66 1.14
C3 1.42 -0.82 1.69
O1 0.71 -1.64 0.85
H1 0.12 3.12 0.80
H2 1.78 3.31 0.76
H3 1.78 1.89 2.92
H4 -0.03 1.56 2.48
H5 2.25 0.85 0.44
H6 0.50 0.73 0.43
H7 1.09 -0.82 2.76
H8 2.42 -1.23 1.83
H9 1.38 -2.21 0.47
O2 -1.31 -3.26 -0.95
H10 -1.01 -4.25 -0.93
H11 -0.59 -2.71 -0.75
O3 -4.57 0.22 -5.54
H12 -5.19 -0.46 -5.48
H13 -4.10 0.18 -6.40

* LUMO: 0.597 eV
* orbital gap: 9.4 eV
* maximum force: 4.19 eV Å⁻¹
* SMILES string: NCCCO.O.O

No. 3
2 unconnected molecules or ions with the total composition C3H12N2O2. Source: the Open Molecules 2025 dataset; level of theory: ωB97M-V with the def2-TZVPD basis set.

CARTESIAN COORDINATES (ANGSTROEM)
N1 -2.72 0.62 -0.50
C1 -1.31 0.40 -0.03
C2 -0.83 1.68 0.66
O1 -1.43 2.01 1.90
C3 -0.39 -0.03 -1.12
N2 0.95 -0.36 -0.56
H1 -2.89 0.13 -1.38
H2 -2.69 1.58 -0.86
H3 -1.39 -0.30 0.82
H4 -1.01 2.52 -0.04
H5 0.22 1.48 0.82
H6 -2.10 2.69 1.83
H7 -0.18 0.87 -1.70
H8 -0.73 -0.83 -1.77
H9 1.70 -0.02 -1.15
H10 1.06 -1.37 -0.46
H11 4.09 -3.86 0.63
H12 4.68 -3.36 1.83
O2 4.95 -3.87 1.08

* ⟨S²⟩: 0.75
* total charge: -1
* LUMO (alpha / beta): 3.174 / 3.119 eV
* orbital gap (alpha / beta): 2.1 / 8.9 eV
* maximum force: 2.89 eV Å⁻¹
* multiplicity: 2

No. 4
A molecular structure, CH2IPS. Source: the Open Molecules 2025 dataset; level of theory: ωB97M-V with the def2-TZVPD basis set.

CARTESIAN COORDINATES (ANGSTROEM)
C1 -1.20 -1.48 0.20
P1 -0.38 0.00 0.70
S1 -1.80 -2.87 -0.21
I1 -3.63 0.34 0.24
H1 0.76 -0.82 0.77
H2 -0.32 0.59 -0.65

* LUMO (alpha / beta): -2.151 / -2.151 eV
* orbital gap (alpha / beta): 6.0 / 5.9 eV
* maximum force: 3.78 eV Å⁻¹

No. 5
A single C8H12OS2 molecule. Source: the Open Molecules 2025 dataset; level of theory: ωB97M-V with the def2-TZVPD basis set.

CARTESIAN COORDINATES (ANGSTROEM)
C1 -3.79 -0.87 0.51
C2 -2.88 -0.14 0.22
C3 -1.86 0.82 -0.08
O1 -2.02 1.27 -1.41
C4 -0.40 0.27 0.30
C5 -0.49 -0.50 1.62
S1 -0.10 -0.95 -1.10
C6 1.70 -1.21 -0.77
C7 2.49 0.09 -1.01
C8 2.34 1.18 0.12
S2 0.63 1.74 0.32
H1 -4.62 -1.49 0.72
H2 -1.85 1.73 0.61
H3 -2.31 0.61 -2.07
H4 -1.59 -0.68 1.88
H5 -0.08 -0.10 2.46
H6 -0.09 -1.61 1.43
H7 2.02 -1.88 -1.53
H8 1.82 -1.39 0.22
H9 3.43 -0.23 -1.35
H10 2.04 0.47 -1.91
H11 2.67 0.78 0.96
H12 2.94 2.09 -0.14

* LUMO (alpha / beta): 0.698 / 0.691 eV
* orbital gap (alpha / beta): 9.1 / 9.1 eV
* maximum force: 4.98 eV Å⁻¹
* SMILES string: C#C[C@H](O)C1(C)SCCCS1

No. 6
A molecular structure, C19H18CoN4O3Se. Source: the Open Molecules 2025 dataset; level of theory: ωB97M-V with the def2-TZVPD basis set.

CARTESIAN COORDINATES (ANGSTROEM)
Co1 -0.25 -0.75 -0.58
O1 -1.71 3.42 -0.62
C1 -0.47 3.93 -0.81
C2 -0.35 5.32 -0.81
C3 0.88 5.91 -0.98
C4 2.03 5.15 -1.16
C5 1.92 3.77 -1.16
C6 0.68 3.14 -0.99
C7 0.63 1.68 -1.02
O2 -0.49 1.08 -0.68
N1 1.68 0.97 -1.34
N2 1.37 -0.36 -1.23
C8 2.25 -1.26 -1.55
C9 2.04 -2.67 -1.45
C10 3.12 -3.52 -1.73
C11 2.98 -4.89 -1.66
C12 1.73 -5.43 -1.33
C13 0.65 -4.63 -1.06
C14 0.78 -3.24 -1.12
O3 -0.29 -2.48 -0.90
H1 -1.65 2.46 -0.66
H2 -1.25 5.90 -0.67
H3 0.95 6.99 -0.97
H4 2.99 5.62 -1.29
H5 2.79 3.16 -1.30
H6 3.20 -0.88 -1.92
H7 4.08 -3.08 -1.99
H8 3.82 -5.53 -1.87
H9 1.61 -6.51 -1.29
H10 -0.32 -5.05 -0.82
C15 -2.09 -3.00 1.93
N3 -2.39 -1.58 2.09
C16 -3.63 -1.06 2.37
C17 -3.48 0.29 2.48
N4 -2.15 0.56 2.25
C18 -1.55 1.90 2.33
C19 -1.49 -0.58 2.01
Se1 0.35 -0.75 1.62
H11 -3.00 -3.56 2.12
H12 -1.32 -3.30 2.64
H13 -1.73 -3.19 0.92
H14 -4.50 -1.68 2.48
H15 -4.19 1.06 2.70
H16 -2.34 2.64 2.23
H17 -0.83 2.01 1.53
H18 -1.05 2.01 3.30

* total charge: +1
* LUMO (alpha / beta): -4.691 / -4.700 eV
* orbital gap (alpha / beta): 6.2 / 6.2 eV
* maximum force: 0.50 eV Å⁻¹

No. 7
A molecular structure, C50H55BrN2O3P2SeSiTl. Source: the Open Molecules 2025 dataset; level of theory: ωB97M-V with the def2-TZVPD basis set.

CARTESIAN COORDINATES (ANGSTROEM)
Tl1 -1.18 0.30 -0.25
O1 1.75 0.15 -0.81
P1 2.68 1.32 -0.87
C1 2.30 2.60 0.41
P2 0.81 3.60 0.15
O2 -0.08 3.07 -0.92
C2 1.34 5.31 -0.12
C3 2.13 6.02 0.78
C4 2.35 7.37 0.52
C5 1.78 8.01 -0.58
C6 0.97 7.30 -1.46
C7 0.81 5.93 -1.24
C8 -0.05 3.62 1.75
C9 -1.45 3.59 1.77
C10 -2.11 3.65 2.97
C11 -1.44 3.90 4.15
C12 -0.05 3.96 4.15
C13 0.65 3.81 2.93
C14 4.38 0.71 -0.56
C15 5.31 1.32 0.30
C16 6.60 0.80 0.33
C17 6.95 -0.31 -0.42
C18 6.00 -0.95 -1.20
C19 4.69 -0.40 -1.32
C20 2.85 2.17 -2.43
C21 2.02 1.81 -3.50
C22 2.06 2.49 -4.69
C23 2.94 3.56 -4.84
C24 3.86 3.83 -3.82
C25 3.83 3.13 -2.61
H1 3.17 3.26 0.57
H2 2.26 2.00 1.33
H3 2.57 5.53 1.62
H4 2.95 7.94 1.22
H5 2.04 9.07 -0.75
H6 0.55 7.81 -2.31
H7 0.22 5.33 -1.98
H8 -2.00 3.47 0.83
H9 -3.21 3.45 2.98
H10 -2.00 3.93 5.09
H11 0.51 4.05 5.12
H12 1.74 3.83 2.93
H13 5.01 2.13 0.94
H14 7.38 1.24 0.96
H15 7.98 -0.65 -0.40
H16 6.21 -1.83 -1.79
H17 3.93 -0.88 -1.93
H18 1.38 0.93 -3.38
H19 1.40 2.21 -5.51
H20 2.89 4.22 -5.70
H21 4.68 4.51 -4.01
H22 4.58 3.31 -1.84
C26 -2.17 -8.62 -0.66
C27 -3.22 -7.46 -0.55
C28 -4.25 -7.56 -1.69
C29 -3.97 -7.63 0.81
C30 -2.55 -6.11 -0.55
C31 -3.29 -4.95 -0.54
C32 -2.69 -3.73 -0.73
Br1 -3.86 -2.25 -0.84
C33 -1.24 -3.57 -0.94
O3 -0.76 -2.49 -1.37
C34 -0.45 -4.79 -0.69
C35 -1.12 -5.99 -0.60
C36 1.08 -4.81 -0.67
C37 1.57 -5.76 0.42
C38 1.74 -3.43 -0.44
C39 1.54 -5.33 -2.08
H23 -2.72 -9.57 -0.68
H24 -1.52 -8.61 0.23
H25 -1.56 -8.51 -1.58
H26 -4.64 -8.62 -1.68
H27 -3.87 -7.37 -2.71
H28 -5.14 -6.87 -1.53
H29 -4.39 -8.65 0.84
H30 -4.82 -6.93 0.95
H31 -3.26 -7.51 1.65
H32 -4.35 -5.02 -0.37
H33 -0.52 -6.88 -0.60
H34 1.16 -5.48 1.41
H35 2.70 -5.75 0.52
H36 1.29 -6.83 0.22
H37 1.53 -3.06 0.59
H38 1.29 -2.70 -1.15
H39 2.83 -3.50 -0.56
H40 1.08 -6.30 -2.27
H41 2.65 -5.44 -2.06
H42 1.22 -4.66 -2.89
Se1 -2.50 -0.80 3.48
N1 -0.97 -0.93 2.55
C40 0.08 -0.63 3.31
C41 1.50 -0.59 2.99
C42 2.34 -0.05 3.94
C43 1.92 0.20 5.27
C44 0.64 0.06 5.66
C45 -0.33 -0.32 4.72
N2 -1.62 -0.31 5.02
H43 1.79 -0.78 1.97
H44 3.36 0.17 3.67
H45 2.65 0.59 5.97
H46 0.27 0.36 6.64
C46 -6.86 3.05 0.28
Si1 -5.36 3.02 -0.88
C47 -4.37 4.64 -0.82
C48 -5.83 2.98 -2.71
C49 -4.18 1.65 -0.51
C50 -3.18 0.98 -0.35
H47 -7.62 3.80 -0.02
H48 -6.56 3.27 1.34
H49 -7.31 2.02 0.32
H50 -4.93 5.53 -1.27
H51 -3.41 4.49 -1.36
H52 -4.11 4.90 0.23
H53 -6.45 3.85 -3.01
H54 -6.33 2.01 -2.98
H55 -4.85 3.02 -3.27

* total charge: -1
* LUMO: 1.307 eV
* orbital gap: 4.3 eV
* maximum force: 3.19 eV Å⁻¹

No. 8
2 unconnected molecules or ions with the total composition C5H13NO2. Source: the Open Molecules 2025 dataset; level of theory: ωB97M-V with the def2-TZVPD basis set.

CARTESIAN COORDINATES (ANGSTROEM)
C1 -0.40 -0.82 -1.93
C2 -0.41 -1.10 -0.41
C3 1.01 -0.62 0.09
C4 1.30 0.93 -0.14
N1 0.65 1.83 0.86
C5 -0.57 2.42 0.58
O1 -1.36 1.96 -0.21
H1 -0.26 0.27 -2.09
H2 0.26 -1.51 -2.46
H3 -1.35 -1.03 -2.34
H4 -0.55 -2.18 -0.24
H5 -1.13 -0.41 0.06
H6 1.12 -0.82 1.20
H7 1.75 -1.05 -0.56
H8 2.38 0.85 -0.15
H9 1.01 1.44 -1.07
H10 1.21 2.54 1.29
H11 -0.85 3.27 1.25
O2 -1.57 -2.31 2.22
H12 -0.82 -1.83 2.68
H13 -1.42 -1.83 1.37

* LUMO: 0.699 eV
* orbital gap: 10.9 eV
* maximum force: 2.70 eV Å⁻¹
* SMILES string: CCCCNC=O.O

Which of these has the highest maximum force? C8H12OS2

What is the formula in the fourth record? CH2IPS